12
Properties=species:S:1:pos:R:3:forces:R:3 method="wB97M-V/def2-TZVPD" energy_ha=-319.6479 orbital_gap_ev=8.86 homo_ev=-8.680 de_lowest_kj_mol=168.94
H -0.21017 -0.28466 2.80677 -0.189 0.385 0.031
N -1.04426 -0.64435 0.92852 -1.638 0.655 -0.218
N 0.91807 0.48865 1.24722 -2.513 0.403 -1.214
H 2.45298 1.00274 -0.65758 0.024 -0.506 -0.684
C -0.16270 -0.04066 1.74879 2.520 -0.863 1.793
H 1.49562 0.33878 -2.12670 -0.335 -0.145 -1.229
C 1.55382 0.55832 -1.10547 0.014 1.209 2.671
H -1.95063 -1.01796 1.25752 0.921 0.511 -0.658
N -1.56923 -0.47609 -1.32209 0.253 0.108 1.609
C -0.78064 -0.15923 -0.36689 -0.323 -1.548 -0.714
C 0.59557 0.44465 -0.17226 0.693 -0.844 -0.592
H -1.29841 -0.21018 -2.23783 0.572 0.636 -0.796


66
Properties=species:S:1:pos:R:3:forces:R:3 method="wB97M-V/def2-TZVPD" energy_ha=-1822.9556 total_charge=+1 orbital_gap_ev=6.76 homo_ev=-10.852 de_lowest_kj_mol=9.90
H -0.19469 -3.04605 7.82533 -0.221 0.487 -0.133
C -0.67878 2.85203 5.69668 0.363 0.168 -0.007
H 2.88080 -0.14844 3.38587 -0.068 -0.106 -0.345
H -1.77012 4.25333 4.52969 -0.003 0.003 0.530
C 2.16669 -0.44778 2.60782 0.381 -0.504 0.223
C -0.46875 -2.09599 7.35056 -0.145 -0.142 -0.263
H 0.59613 6.67909 4.05551 -0.291 -0.099 -0.045
H 0.59130 1.11764 7.16885 -0.198 -0.214 -0.060
C -0.09480 10.48605 3.07765 0.289 0.223 -0.062
H -0.90672 6.05280 3.31320 0.170 0.178 0.039
C -0.78882 8.18364 3.49140 -0.175 0.481 -0.491
H -1.51722 5.41061 8.72596 0.202 -0.288 -0.101
F 1.43110 8.89760 3.94300 -0.775 0.227 -0.344
H -1.18028 2.21744 3.07614 0.213 -0.267 0.288
H -3.63110 0.17407 3.24747 0.317 0.068 -0.100
C -0.62272 4.82445 8.46865 -0.175 0.086 -0.112
H 2.03104 5.52796 6.34814 -0.120 -0.245 0.193
F -3.04701 7.58978 3.03596 0.639 0.541 -0.074
H 1.75581 7.30859 8.55306 -0.139 0.083 -0.019
H -0.44486 -1.52911 1.90610 0.065 0.351 0.239
H 2.00852 5.05119 8.07414 -0.066 -0.076 -0.350
H -2.04239 -2.95248 6.15485 -0.090 0.171 0.121
C -2.85669 -0.17681 2.55531 -0.685 -0.438 -0.097
H 0.20135 7.37054 9.41673 0.079 0.079 -0.132
F -3.60080 10.12076 2.16394 0.728 -0.181 0.277
C -0.02776 0.25388 6.93751 -0.161 -0.402 0.088
F -1.66386 12.06002 2.24370 0.178 -0.826 0.212
H -2.69799 -0.79551 5.13413 0.227 -0.060 0.089
N -0.71940 5.28454 5.98643 -0.051 -0.107 -0.494
C -1.82885 -0.83564 5.79064 0.024 -0.298 -0.043
C 0.70225 7.59585 8.46734 0.176 -0.086 0.461
C 1.49975 4.93383 7.10673 0.083 0.221 -0.086
H 2.47914 -0.05300 1.62525 -0.168 -0.069 0.405
N 0.07289 6.90076 7.37069 -0.323 0.353 -0.671
C -0.49420 6.80434 3.99929 0.378 -0.153 -0.040
C -1.09913 6.56228 5.38263 -0.559 0.210 0.488
C -1.50532 -2.04499 6.41227 0.246 0.253 0.120
F 0.86094 11.43512 3.11968 -0.622 -0.597 -0.040
H 0.07475 4.85829 9.31931 -0.290 -0.073 -0.263
C 0.80949 -0.00818 2.94237 -0.585 1.743 0.408
H 1.01186 -0.93972 8.40884 -0.305 0.003 -0.377
C 0.05427 5.44003 7.23469 0.390 0.212 0.167
C -2.36196 9.81871 2.60085 -0.369 0.043 -0.151
N 0.51858 1.09946 3.62715 0.691 -0.771 -0.646
C -0.60587 7.59034 6.41054 -0.313 0.532 0.275
H -2.97411 -1.26813 2.44014 0.029 0.401 0.126
C -1.33554 1.59230 5.14986 -0.612 -0.011 0.671
H 2.11541 -1.54215 2.53258 0.383 0.269 -0.012
C -1.06055 0.31146 5.99006 0.193 0.665 0.247
C 0.22767 -0.93106 7.64276 0.314 0.235 -0.054
H -2.20394 6.63341 5.30568 0.474 0.063 0.082
C -2.05804 8.52836 3.02631 -0.045 0.033 0.174
H -3.08503 0.23348 1.55858 0.178 0.112 0.322
O -0.80450 8.80312 6.39146 0.315 -1.487 -0.177
H 1.52973 3.87887 6.82568 0.124 0.226 0.120
C -0.39370 -0.61774 2.50401 -0.873 -0.009 0.166
H -2.42333 1.79335 5.09867 0.338 -0.367 0.177
H 0.63986 8.67223 8.28364 -0.052 -0.283 -0.058
C 0.18587 9.18487 3.47869 0.061 -0.137 0.339
C -1.07953 4.10713 5.37480 0.268 -0.105 0.368
H -0.90735 3.78445 8.27638 0.061 0.180 0.116
C -0.91910 1.34067 3.70622 0.036 -0.735 -1.105
H 1.22051 1.70016 4.07043 -0.544 -0.302 -0.224
C -1.46019 0.11316 2.95039 1.134 0.291 -0.219
C -1.37706 10.80476 2.62920 -0.001 0.213 0.013
H 0.16074 2.72863 6.38417 -0.726 0.034 -0.153


14
Properties=species:S:1:pos:R:3:forces:R:3 method="wB97M-V/def2-TZVPD" energy_ha=-2955.7514 total_charge=-1 orbital_gap_ev="6.18 / 6.18" homo_ev="-2.742 / -2.742" de_lowest_kj_mol=277.32
H -0.31393 0.76343 -2.22614 1.059 -0.469 0.817
C -0.95020 -0.18706 0.71977 -1.373 0.623 0.186
H -0.54353 1.97278 -0.87458 1.497 -1.116 -0.531
O 1.83508 -0.36862 -0.67314 1.443 -1.032 0.389
H 0.15034 -1.75310 1.38059 0.175 -1.278 1.346
C 0.12900 1.13626 -1.28435 -0.977 1.479 1.865
H 0.16953 -1.65482 -0.28821 0.312 0.297 -0.261
H 2.24425 1.14273 1.13488 -0.618 -0.252 -0.686
C 1.19340 0.65571 -0.46466 -1.690 1.532 -1.849
H -1.36175 -2.24024 0.18194 0.784 0.267 1.557
Br -2.62368 0.07623 -0.42185 -1.097 -0.197 -0.438
C -0.50328 -1.62336 0.56420 -0.642 1.275 -2.194
O 1.45580 1.46523 0.65642 0.563 0.013 -0.066
O -0.88103 0.61483 1.59512 0.564 -1.142 -0.135


36
Properties=species:S:1:pos:R:3:forces:R:3 method="wB97M-V/def2-TZVPD" energy_ha=-1950.3636 total_charge=+1 orbital_gap_ev=6.65 homo_ev=-11.488
H -2.47276 2.17076 1.74151 -0.045 0.243 0.029
C -0.22506 -2.02147 -1.61732 -0.056 0.378 -0.062
N -0.62564 -1.10463 -0.73480 0.041 -0.005 -0.113
C 2.03755 0.71337 1.15143 0.395 -0.196 -0.798
H 0.36027 -2.54877 -3.46714 -0.064 -0.042 -0.146
H -2.54095 0.08869 0.43980 0.041 0.018 -0.264
H 0.09838 -4.13324 -1.38391 0.015 -0.043 -0.031
N 0.06603 -1.77931 -2.89298 0.126 -0.382 0.054
C -0.05619 -0.47395 -3.50607 0.374 0.363 0.022
H -0.02479 1.11923 -2.09683 0.018 -0.030 0.228
H 2.33978 -0.24867 1.52744 -0.178 0.031 0.518
H -1.40751 -1.67757 2.45893 -0.047 -0.231 -0.004
H 1.98554 2.94501 -1.07743 -0.032 0.208 -0.099
H -0.16742 -0.58353 1.97481 0.343 0.143 0.201
N 1.32538 1.66097 1.83456 0.115 -0.057 -0.236
C -1.61468 1.50605 1.75239 -0.391 -0.282 -0.381
S 1.83223 1.33659 4.40064 0.011 -0.171 0.173
N -0.14671 -3.22388 -1.02908 0.168 -0.596 0.121
S -0.88831 1.68866 3.39446 0.014 0.110 -0.017
H 1.52726 0.27839 -2.22675 0.166 0.013 0.033
H 0.97117 1.38691 -3.50249 0.166 0.104 -0.139
H 0.70825 3.65148 1.22071 -0.064 0.053 0.304
C 1.84185 2.37798 -0.17950 0.036 -0.623 0.580
N -0.48795 -3.04669 0.29081 -0.232 0.378 0.483
C 0.82947 1.54335 3.15926 0.256 0.111 -0.075
C -0.76434 -1.74426 0.41660 -0.082 0.335 -0.270
I -0.50869 -4.44240 1.76248 0.108 -0.179 -0.285
N 2.34456 1.09069 -0.06468 -0.273 0.437 0.494
C -1.10662 -1.01592 1.65460 -0.123 -0.160 0.086
C 1.21061 2.73568 0.97706 0.038 0.213 -0.689
F -1.39069 -0.17244 -3.61659 -0.325 0.046 -0.065
C -2.13806 0.09877 1.44514 -0.071 0.112 0.536
H 0.33467 -0.57129 -4.51278 0.028 -0.246 -0.167
H -2.97717 -0.09066 2.10864 -0.117 -0.089 0.072
C 0.66949 0.64072 -2.77842 -0.498 -0.005 -0.124
H -0.93895 1.84538 0.97552 0.139 0.040 0.029


23
Properties=species:S:1:pos:R:3:forces:R:3 method="wB97M-V/def2-TZVPD" energy_ha=-441.5485 orbital_gap_ev=3.87 homo_ev=-9.085 de_lowest_kj_mol=875.18
H 2.45316 -2.24164 -2.32750 0.004 -0.113 -0.038
H 1.71932 1.07205 2.70539 0.030 -0.034 -0.005
C -0.23514 2.46343 -0.65634 0.434 -0.029 1.797
H -1.95567 0.26318 2.45276 -0.604 0.633 -0.166
C -0.95855 0.03661 -0.73761 0.730 -1.264 0.000
O 0.59684 -2.60811 -0.20276 -1.162 0.142 1.162
H -0.57316 0.83301 1.75469 0.865 1.300 0.393
H 0.97865 0.78866 0.08556 -0.210 -0.187 0.392
H -0.40253 2.87089 -1.64985 -0.311 0.117 0.156
N -1.57223 0.62645 1.57419 0.463 -2.443 0.207
O 1.02732 1.15078 2.03562 -0.661 -0.387 -0.316
H -1.83657 0.43631 -1.28442 0.450 0.163 0.176
C 0.21078 0.99824 -0.68772 -0.645 0.036 -1.264
H -0.83601 -1.25313 1.00525 0.335 -0.163 -0.721
H 0.44406 3.08467 -0.05450 0.575 -0.103 -0.841
H -1.07872 2.57757 0.05258 -0.455 -0.233 -0.937
O 1.74046 -1.66349 -2.04596 -0.572 -0.112 0.186
H -0.63210 -0.90106 -1.24426 -0.429 0.716 0.320
H -2.50852 -0.87348 0.39294 -0.220 -0.288 0.771
C -1.54464 -0.42475 0.62112 -0.159 0.989 -0.671
H 1.12294 -3.12454 0.42402 0.070 0.126 -0.214
H 1.13193 -2.18780 -1.29960 1.141 0.633 -0.532
H 0.76128 0.70724 -1.60221 0.332 0.503 0.144


13
Properties=species:S:1:pos:R:3:forces:R:3 method="wB97M-V/def2-TZVPD" energy_ha=-307.3237 orbital_gap_ev=11.19 homo_ev=-10.231 de_lowest_kj_mol=366.79
H 0.28984 1.13869 -1.86739 -0.079 -0.129 0.110
C -0.19601 0.44295 2.57487 0.202 -0.002 -0.493
O 1.66070 -0.60678 -0.15072 -0.034 -0.098 -0.024
H 1.60580 1.37884 0.09282 -0.148 -0.062 0.025
C 0.90002 0.54264 0.12824 -0.042 0.241 0.086
C -0.18889 0.76910 -0.95393 -0.010 0.009 -0.028
C -0.86109 -0.50701 -1.21174 -0.215 -0.460 0.008
H -0.90809 1.52282 -0.61523 0.134 -0.116 -0.052
H -1.69401 -2.61196 -1.41359 0.033 0.186 -0.042
C 0.29469 0.49317 1.47607 -0.213 -0.043 0.519
H 1.02333 -1.32505 -0.29267 0.189 0.005 0.021
H -0.62515 0.38364 3.55111 0.074 0.029 -0.178
C -1.29097 -1.62705 -1.32335 0.107 0.438 0.048


15
Properties=species:S:1:pos:R:3:forces:R:3 method="wB97M-V/def2-TZVPD" energy_ha=-1388.8526 orbital_gap_ev=9.60 homo_ev=-9.154 de_lowest_kj_mol=91.38
H 2.15594 -1.26072 0.93267 -0.223 0.736 -1.482
H -1.78346 -1.40057 1.55445 1.362 -0.484 -0.439
S 2.18135 -0.87047 -0.42740 0.792 -0.602 0.773
H 1.58746 1.75636 0.58099 1.461 0.283 -0.543
S -2.15056 0.02503 -0.54168 0.329 -0.328 0.175
H 0.51684 0.52793 -1.62982 0.716 -1.215 2.335
H 0.36749 0.97443 1.48706 0.606 -0.907 -0.154
C -0.47182 -0.95990 -0.47185 -2.341 2.366 1.319
H -1.85122 0.96361 -1.46870 0.215 -0.357 0.117
C 0.61381 0.06145 -0.51774 1.590 1.156 -2.371
H -0.67946 -2.62454 -0.94370 -0.232 -1.354 -0.728
H -0.13117 1.93156 0.32109 0.552 -0.060 -0.750
C 0.70061 1.20907 0.46134 -3.803 0.487 1.402
S -0.50005 -1.82212 1.15985 -1.447 0.429 0.519
O -0.43931 -1.86752 -1.47399 0.423 -0.150 -0.172